# 1
Below is a structure of composition C32H25N2PPdS at a distorted geometry, with properties calculated with wB97M-V/def2-TZVPD.

E_HOMO (alpha / beta) ... -0.1898 / -0.2456 hartree
F_max ... 3.44 eV/A
DFT total energy ... -2211.1372 hartree
Molar mass ... 607.0 g mol⁻¹
Kohn-Sham gap (alpha / beta) ... 5.015 / 6.655 eV

Structure (ORCA input):
```
! wB97M-V def2-TZVPD RIJCOSX def2/J DEFGRID3
* xyz 0 3
Pd -11.81863 -11.88211 2.00687
S -14.71260 -13.05215 -2.02247
C -14.56085 -11.50762 -1.30012
C -14.06640 -11.40447 -0.05845
C -13.26453 -12.36974 0.54029
C -13.66654 -14.10258 -1.14176
C -11.52508 -14.53808 -2.30274
C -10.34350 -15.23768 -2.58674
C -9.18309 -14.49630 -2.85853
C -9.30148 -13.13319 -2.99909
C -10.54947 -12.53428 -2.76347
N -11.63978 -13.19651 -2.48837
H -14.87937 -10.61978 -1.89139
H -14.37976 -10.53243 0.53419
H -10.40067 -16.32956 -2.55596
H -8.23524 -14.97963 -3.00291
H -8.49942 -12.54536 -3.40031
H -10.60269 -11.42959 -2.81698
C -16.24414 -13.40612 5.61815
C -16.14996 -14.49630 4.79962
C -15.09158 -14.69031 3.88666
C -14.14886 -13.67261 3.68962
C -14.33939 -12.48835 4.38101
C -15.31947 -12.35748 5.37665
P -12.67022 -13.84501 2.65528
C -11.53412 -14.93457 3.47492
C -10.49247 -15.53274 2.74449
C -9.66812 -16.48461 3.31792
C -9.82790 -16.77419 4.68181
C -10.83188 -16.16261 5.42695
C -11.65619 -15.22188 4.85039
C -12.97614 -14.74313 1.16210
C -13.01307 -16.13825 1.07313
C -12.77461 -16.95011 -0.05575
C -12.53807 -16.48825 -1.32043
C -12.88607 -15.16904 -1.88852
C -13.25547 -13.77609 0.12771
H -16.96820 -13.34908 6.45634
H -16.84119 -15.34011 4.93722
H -15.01305 -15.63696 3.37385
H -13.67933 -11.63424 4.14698
H -15.35108 -11.41403 5.90510
H -10.36249 -15.36884 1.67899
H -8.90595 -16.96828 2.71468
H -9.12330 -17.47013 5.12648
H -10.94133 -16.43883 6.47540
H -12.40295 -14.73575 5.48096
H -13.06715 -16.62602 2.08685
H -12.74729 -18.04297 0.08948
H -12.09825 -17.18250 -2.04375
H -13.42915 -15.33920 -2.82917
C -9.51492 -7.88687 3.21769
C -10.84447 -7.83122 2.79608
C -11.42492 -8.99375 2.40405
N -10.74369 -10.18119 2.32509
C -9.46227 -10.24220 2.81307
C -8.86092 -9.09925 3.31711
H -9.03329 -7.02688 3.62038
H -11.38282 -6.90506 2.74614
H -12.45306 -9.05444 2.02091
H -8.96118 -11.21675 2.79509
H -7.92068 -9.15177 3.80262
*
```

# 2
Below is the ion C5H13N4 with charge +1 at a distorted geometry, with properties calculated with wB97M-V/def2-TZVPD.

SMILES ... C=NCC[N@@H+](C)/C=N/N
E_HOMO ... -0.4567 hartree
F_max ... 5.08 eV/A
DFT total energy ... -416.9748 hartree
Molar mass ... 129.2 g mol⁻¹
Kohn-Sham gap ... 10.010 eV

Structure (ORCA input):
```
! wB97M-V def2-TZVPD RIJCOSX def2/J DEFGRID3
* xyz 1 1
C 0.03218 1.59545 -0.84410
C 0.41146 0.25933 -1.22729
C 0.03663 -0.96537 0.84264
C 1.05339 2.68200 0.95572
C -0.31640 -2.17395 -1.24721
N -0.97140 -0.79984 2.79855
N -1.01708 -0.81835 1.51699
N 0.44766 1.64386 0.58314
N -0.30040 -0.83338 -0.58162
H 0.56682 2.33758 -1.34080
H -1.06402 1.86540 -0.92568
H 0.13293 0.28941 -2.32649
H 1.52169 0.01530 -1.16422
H 0.93940 -1.53308 1.11006
H 1.14641 3.55368 0.31333
H 1.50602 2.71400 1.97171
H -1.77617 -0.66373 3.44024
H -0.92114 -2.14642 -2.22926
H 0.72192 -2.38308 -1.39528
H -0.85951 -2.97037 -0.56780
H -0.07386 -0.94118 3.19710
H -1.24690 -0.58426 -0.38650
*
```

# 3
Below is a structure of composition C3H2FOP at a distorted geometry, with properties calculated with wB97M-V/def2-TZVPD.

E_HOMO (alpha / beta) ... -0.2435 / -0.3881 hartree
F_max ... 4.05 eV/A
DFT total energy ... -631.7605 hartree
Molar mass ... 104.0 g mol⁻¹
Kohn-Sham gap (alpha / beta) ... 6.260 / 7.596 eV

Structure (ORCA input):
```
! wB97M-V def2-TZVPD RIJCOSX def2/J DEFGRID3
* xyz 0 3
C 1.21790 1.19709 0.77064
C 0.11987 0.72031 0.65777
C -1.06063 -0.05151 0.65298
O -2.03803 -0.16304 1.33025
F 0.23390 -0.31741 -2.05263
P -0.78546 -1.32383 -1.27957
H 2.11785 1.61042 0.31349
H 0.19460 -1.67203 -0.39292
*
```

# 4
Below is an isolated molecule of C5H7NO2S at a distorted geometry, with properties calculated with wB97M-V/def2-TZVPD.

SMILES ... C/C=C(\C)C(=S)[N+](=O)[O-]
E_HOMO ... -0.3490 hartree
F_max ... 4.46 eV/A
DFT total energy ... -797.9714 hartree
Molar mass ... 145.2 g mol⁻¹
Kohn-Sham gap ... 8.220 eV

Structure (ORCA input):
```
! wB97M-V def2-TZVPD RIJCOSX def2/J DEFGRID3
* xyz 0 1
C 0.45388 0.77185 -0.37722
C -0.13981 -0.34571 -0.05815
C -1.55120 -0.50726 -0.26267
C 1.92863 0.94305 -0.18358
C 0.63775 -1.51533 0.50719
N -2.34942 0.76740 0.09753
O -2.87255 1.31453 -0.83677
O -2.45770 1.09623 1.26522
S -2.62581 -1.68644 -0.70297
H -0.01153 1.75026 -0.81927
H 2.39564 0.10164 -0.78564
H 2.07939 0.72690 0.89422
H 2.27008 2.03806 -0.46556
H 0.64475 -1.54691 1.58834
H 1.58077 -1.50362 0.02645
H 0.01714 -2.40466 0.11288
*
```

# 5
Below is a structure of composition C28H25BaF12N6O2S, with properties calculated with wB97M-V/def2-TZVPD.

E_HOMO ... -0.1333 hartree
F_max ... 0.69 eV/A
DFT total energy ... -3183.3539 hartree
Molar mass ... 874.9 g mol⁻¹
Kohn-Sham gap ... 5.654 eV

Structure (ORCA input):
```
! wB97M-V def2-TZVPD RIJCOSX def2/J DEFGRID3
* xyz -1 1
Ba -1.52896 -1.19385 -0.41839
C -2.30187 1.12026 3.33443
C -2.16445 -0.29752 2.87240
N -2.98420 -0.87522 2.08157
N -4.01795 -0.10675 1.60011
C -4.77715 -0.56860 0.56393
N -5.47320 0.41923 -0.03965
S -4.89013 -2.16134 0.07747
C -0.91068 -1.05517 3.18166
C -0.33705 -1.07093 4.44162
C 0.87217 -1.72753 4.61192
C 1.47644 -2.32197 3.51774
C 0.83646 -2.25106 2.28935
N -0.33448 -1.64035 2.12629
H -2.08279 1.77356 2.48042
H -1.59251 1.34962 4.12583
H -3.31344 1.33109 3.68593
H -3.83065 0.89218 1.56776
H -5.06761 1.34574 -0.05068
H -5.93806 0.14491 -0.88848
H -0.82846 -0.58200 5.27283
H 1.34063 -1.76373 5.58721
H 2.43279 -2.81972 3.59648
H 1.27868 -2.67850 1.39624
C 1.30209 5.74651 -2.65497
C 1.09731 4.30652 -2.26094
C 2.11715 3.36238 -2.34019
C 1.89521 2.06002 -1.96356
C 0.66051 1.57988 -1.45561
N 0.55617 0.23788 -1.16175
C 1.65760 -0.35102 -0.58382
C 2.36227 0.33286 0.43770
C 3.47299 -0.19075 1.05846
C 3.96353 -1.44222 0.69211
C 5.18364 -2.03378 1.35041
C 3.26901 -2.14164 -0.28477
C 2.11078 -1.66580 -0.90740
C 1.25062 -2.56030 -1.84722
O 0.03856 -2.82424 -1.30563
C 1.09929 -1.88493 -3.27571
F -0.12156 -1.36363 -3.45263
F 1.26677 -2.74838 -4.30788
F 1.99957 -0.90898 -3.48078
C 1.92285 -3.95823 -2.07171
F 1.15744 -4.78586 -2.79374
F 2.11197 -4.59609 -0.89496
F 3.12985 -3.90031 -2.68438
C -0.38958 2.54496 -1.39598
C -0.12994 3.85680 -1.80898
C -1.83852 2.19728 -0.96966
O -1.98894 1.21168 -0.06240
C -2.60833 1.81118 -2.27608
F -3.94371 1.67212 -2.07429
F -2.17543 0.60354 -2.70710
F -2.48304 2.66219 -3.29928
C -2.58437 3.43502 -0.34686
F -1.84375 4.02921 0.59512
F -3.00418 4.38960 -1.20300
F -3.72455 3.03523 0.29174
H 2.29668 5.89468 -3.07863
H 1.20725 6.41838 -1.79759
H 0.57163 6.06749 -3.40144
H 3.09398 3.64431 -2.72193
H 2.69798 1.34078 -2.06588
H 2.00582 1.31670 0.71771
H 3.97122 0.38221 1.83574
H 5.92927 -1.26675 1.56981
H 5.65182 -2.78182 0.70885
H 4.94054 -2.52682 2.29787
H 3.67015 -3.10433 -0.56138
H -0.92623 4.58711 -1.78641
N -1.95161 -4.47521 0.83906
H -2.16323 -4.64075 -0.13965
H -1.02924 -4.04986 0.83835
H -2.61884 -3.78719 1.17726
*
```

# 6
Below is a structure of composition C31H30BrN4OPdS at a distorted geometry, with properties calculated with wB97M-V/def2-TZVPD.

E_HOMO (alpha / beta) ... -0.3847 / -0.3843 hartree
F_max ... 1.00 eV/A
DFT total energy ... -4593.2866 hartree
Molar mass ... 693.0 g mol⁻¹
Kohn-Sham gap (alpha / beta) ... 6.950 / 3.331 eV

Structure (ORCA input):
```
! wB97M-V def2-TZVPD RIJCOSX def2/J DEFGRID3
* xyz 1 5
Pd -0.00326 -1.17785 -2.45363
N 7.41790 6.10645 -1.99406
C 6.60588 5.29590 -2.07380
C 5.58237 4.27919 -2.16797
C 5.59649 3.36884 -3.22008
C 4.61382 2.39626 -3.30067
C 3.60236 2.33508 -2.34606
C 3.59161 3.25318 -1.29871
C 4.58108 4.21663 -1.20168
C 2.53247 1.30079 -2.45686
C 2.93153 -0.03173 -2.36748
C 4.23916 -0.49409 -2.08817
C 4.21408 -1.87264 -2.13686
C 2.89539 -2.21891 -2.44002
N 2.12008 -1.13632 -2.59004
C 1.22903 1.75112 -2.64419
C 0.81601 3.09162 -2.83013
C -0.55812 3.08962 -2.94117
C -0.95366 1.75004 -2.82132
N 0.09709 0.94398 -2.65995
H 6.37539 3.42608 -3.96888
H 4.62142 1.68515 -4.11793
H 2.80993 3.20079 -0.55040
H 4.58325 4.92471 -0.38283
H 5.08525 0.13962 -1.86549
H 5.02717 -2.56476 -1.98089
H 2.51876 -3.21655 -2.57561
H 1.47494 3.94364 -2.90176
H -1.21495 3.93186 -3.09896
H -1.96203 1.36994 -2.86536
C -5.87160 0.21627 2.10303
C -5.10050 -1.05115 2.51666
C -5.91880 -2.29909 2.13481
C -4.90426 -1.03351 4.03343
C -3.78495 -1.09080 1.76570
C -3.80767 -1.10997 0.34258
C -2.64463 -1.15081 -0.33585
Br -2.69874 -1.16296 -2.23489
C -1.35110 -1.18857 0.30816
O -0.27761 -1.26280 -0.33354
C -1.33059 -1.14343 1.76847
C -2.54195 -1.10491 2.41908
C 0.00034 -1.12565 2.51345
C 0.80596 0.11931 2.09035
C -0.19843 -1.06220 4.03056
C 0.79987 -2.40549 2.19767
H -6.82982 0.23596 2.62554
H -6.07815 0.24501 1.03116
H -5.31756 1.11871 2.37103
H -6.86011 -2.28987 2.68689
H -5.38265 -3.21618 2.39046
H -6.15886 -2.32496 1.06953
H -5.88157 -1.01768 4.51795
H -4.35829 -0.14553 4.36262
H -4.37701 -1.92389 4.38631
H -4.74694 -1.09354 -0.19562
H -2.53875 -1.08115 3.49514
H 0.27498 1.03550 2.36305
H 1.00969 0.13648 1.02092
H 1.76227 0.11279 2.61780
H -0.72161 -0.15367 4.33942
H 0.78177 -1.05404 4.50794
H -0.73958 -1.93220 4.41175
H 1.04625 -2.48804 1.14078
H 0.24332 -3.29667 2.50202
H 1.73368 -2.38324 2.76271
S -0.45864 -3.60600 -3.05734
C 0.60307 -4.66578 -2.39207
N 1.34875 -5.44391 -1.93665
*
```

# 7
Below is a cluster of 2 separate species, C10H16O in total at a distorted geometry, with properties calculated with wB97M-V/def2-TZVPD.

SMILES ... Cc1ccc(O)cc1.CCC
E_HOMO ... -0.2970 hartree
F_max ... 4.47 eV/A
DFT total energy ... -465.8053 hartree
Molar mass ... 152.2 g mol⁻¹
Kohn-Sham gap ... 8.983 eV

Structure (ORCA input):
```
! wB97M-V def2-TZVPD RIJCOSX def2/J DEFGRID3
* xyz 0 1
C 1.90002 -2.82390 -1.54440
C 0.07658 0.40697 -1.36346
C 0.23104 -0.95566 -1.46543
C 1.15320 1.11765 -0.70891
C 1.45612 -1.46656 -1.20307
C 2.30926 0.56635 -0.21501
C 2.44377 -0.71116 -0.45478
O 1.09715 2.50136 -0.62452
H -0.74948 1.07905 -1.76060
H -0.53217 -1.42613 -2.17308
H 0.10699 2.76668 -0.75854
H 3.17825 1.12936 0.23260
H 1.03738 -3.46366 -1.95464
H 2.45526 -3.40772 -0.69621
H 3.24168 -1.22284 0.10351
H 2.59317 -2.70940 -2.41288
C -2.41748 0.73590 1.12035
C -1.88788 -0.48643 1.88585
C -1.87557 2.10903 1.60728
H -2.04476 0.54901 0.09624
H -3.53850 0.66418 1.04968
H -0.93625 -0.63748 1.40085
H -1.02696 2.34957 1.00838
H -2.49971 2.94564 1.45588
H -2.51357 -1.36976 1.81003
H -1.80066 -0.32446 2.95141
H -1.45688 2.08441 2.61345
*
```

# 8
Below is the ion CH3FNO2S with charge -1 at a distorted geometry, with properties calculated with wB97M-V/def2-TZVPD.

E_HOMO ... -0.1314 hartree
F_max ... 4.91 eV/A
DFT total energy ... -743.1773 hartree
Molar mass ... 112.1 g mol⁻¹
Kohn-Sham gap ... 7.730 eV

Structure (ORCA input):
```
! wB97M-V def2-TZVPD RIJCOSX def2/J DEFGRID3
* xyz -1 1
C 1.25142 0.30188 0.19512
N -0.18917 -0.76646 0.53900
O -2.21675 -0.85294 -0.93649
O -1.46240 1.39422 -0.20212
F 2.18007 -0.60020 -0.18557
S -1.78560 0.00962 0.21900
H 1.17396 1.16105 -0.46722
H 1.38290 0.66164 1.24291
H -0.33443 -1.30882 -0.40463
*
```

Energy above the lowest of the compared OMol25 structures with the same formula, charge and spin (computed, kJ/mol): 121.75; 352.12; 25.89; 447.71; 0.00; 141.50; 242.80; 182.30